No. 1
{"formula": "C9H14O", "method": "ωB97M-V with the def2-TZVPD basis set", "symbols": ["C", "C", "C", "C", "C", "O", "C", "C", "H", "H", "H", "H", "H", "H", "H", "H", "C", "C", "H", "H", "H", "H", "H", "H"], "coordinates": [[0.57, 2.70, -0.02], [0.22, 1.42, -0.73], [1.17, 0.57, -1.24], [0.84, -0.57, -1.97], [-0.50, -0.87, -2.19], [-0.93, -1.94, -2.92], [-1.48, -0.04, -1.66], [-1.12, 1.06, -0.90], [-0.17, 2.98, 0.73], [0.71, 3.56, -0.68], [1.55, 2.58, 0.46], [2.23, 0.77, -1.14], [1.61, -1.22, -2.37], [-0.23, -2.41, -3.38], [-2.52, -0.26, -1.84], [-1.93, 1.70, -0.58], [-0.26, -0.72, 2.06], [0.25, -1.77, 3.05], [-0.65, -1.19, 1.17], [-1.02, -0.09, 2.52], [0.52, -0.05, 1.74], [0.64, -2.65, 2.54], [-0.56, -2.12, 3.69], [1.06, -1.43, 3.69]], "gap_ev": 9.23, "fmax_ha_per_bohr": 0.017}



No. 2
{"formula": "C6H11N", "method": "ωB97M-V with the def2-TZVPD basis set", "symbols": ["C", "C", "C", "C", "C", "C", "N", "H", "H", "H", "H", "H", "H", "H", "H", "H", "H", "H"], "coordinates": [[-1.90, 1.91, 0.14], [-1.77, 0.62, 0.34], [-0.66, 0.01, 1.16], [0.56, -0.35, 0.31], [1.34, -1.63, 0.56], [0.77, 0.27, -0.87], [1.42, -0.36, -1.96], [-2.49, 2.40, -0.64], [-1.42, 2.69, 0.73], [-2.46, -0.06, -0.14], [-1.05, -0.86, 1.69], [-0.36, 0.78, 1.89], [2.38, -1.37, 0.71], [1.06, -2.43, -0.14], [1.08, -1.97, 1.56], [0.47, 1.30, -1.04], [1.60, 0.39, -2.59], [1.43, -1.33, -1.71]], "gap_ev": 8.49, "fmax_ha_per_bohr": 0.090}



No. 3
{"formula": "C7H14", "method": "ωB97M-V with the def2-TZVPD basis set", "symbols": ["C", "C", "C", "C", "C", "C", "C", "H", "H", "H", "H", "H", "H", "H", "H", "H", "H", "H", "H", "H", "H"], "coordinates": [[-0.39, 2.61, 0.45], [-0.84, 1.37, 0.48], [-2.31, 1.08, 0.59], [0.07, 0.19, 0.68], [-0.22, -0.93, -0.35], [0.91, -1.94, -0.54], [2.28, -1.33, -0.86], [-1.02, 3.49, 0.43], [0.68, 2.79, 0.36], [-2.68, 0.66, -0.35], [-2.87, 1.98, 0.83], [-2.55, 0.29, 1.30], [1.11, 0.47, 0.55], [-0.07, -0.18, 1.70], [-0.42, -0.41, -1.29], [-1.13, -1.45, -0.05], [0.63, -2.61, -1.35], [0.96, -2.58, 0.34], [2.80, -1.88, -1.64], [2.15, -0.33, -1.30], [2.92, -1.28, 0.01]], "gap_ev": 10.30, "fmax_ha_per_bohr": 0.026}



No. 4
{"formula": "C26H38FIrN5O9P2SSi", "method": "ωB97M-V with the def2-TZVPD basis set", "symbols": ["Ir", "C", "Si", "C", "C", "C", "C", "C", "C", "N", "C", "S", "H", "H", "H", "H", "H", "H", "H", "H", "H", "H", "H", "H", "C", "C", "N", "C", "C", "C", "O", "O", "C", "O", "C", "C", "C", "F", "C", "C", "C", "N", "C", "C", "N", "C", "C", "H", "H", "H", "H", "H", "H", "H", "H", "H", "H", "H", "H", "H", "H", "H", "H", "H", "H", "N", "C", "C", "P", "O", "O", "O", "P", "O", "O", "O", "H", "H", "H", "H", "H", "H", "H", "H"], "coordinates": [[1.27, -2.44, 0.12], [3.21, 0.30, 4.85], [3.82, -1.46, 4.93], [5.48, -1.57, 5.77], [2.58, -2.59, 5.75], [4.08, -2.05, 3.13], [5.33, -2.38, 2.63], [5.52, -2.77, 1.30], [4.44, -2.83, 0.46], [3.22, -2.51, 0.92], [3.04, -2.14, 2.20], [1.33, -1.85, 2.40], [2.97, 0.67, 5.85], [2.30, 0.38, 4.25], [3.96, 0.95, 4.42], [5.38, -1.29, 6.82], [6.21, -0.89, 5.33], [5.89, -2.58, 5.74], [2.44, -2.29, 6.80], [2.92, -3.62, 5.75], [1.60, -2.56, 5.27], [6.19, -2.34, 3.28], [6.50, -3.03, 0.93], [4.53, -3.11, -0.58], [-5.00, 1.95, 1.13], [-4.68, 1.07, -0.07], [-3.25, 0.72, -0.15], [-2.87, -0.45, 0.40], [-1.56, -0.85, 0.42], [-1.95, -3.09, 1.33], [-3.03, -2.88, 1.77], [-1.30, -4.23, 1.15], [-0.55, -0.06, -0.18], [0.68, -0.40, -0.22], [-0.97, 1.19, -0.75], [-0.02, 2.04, -1.33], [-0.41, 3.24, -1.83], [0.51, 4.09, -2.32], [-1.76, 3.66, -1.82], [-2.70, 2.82, -1.25], [-2.32, 1.57, -0.71], [-2.17, 4.92, -2.32], [-2.45, 5.92, -1.28], [-2.83, 7.24, -1.95], [-3.48, 6.93, -3.26], [-2.48, 6.35, -4.24], [-1.47, 5.51, -3.46], [-6.06, 2.17, 1.16], [-4.44, 2.89, 1.10], [-4.74, 1.44, 2.06], [-4.97, 1.54, -1.01], [-5.23, 0.13, -0.03], [-3.64, -1.05, 0.86], [1.02, 1.75, -1.35], [-3.73, 3.14, -1.25], [-1.59, 6.10, -0.62], [-3.28, 5.57, -0.66], [-1.97, 7.86, -2.18], [-3.52, 7.83, -1.34], [-3.93, 7.75, -3.66], [-4.22, 6.23, -3.11], [-2.01, 7.19, -4.75], [-3.05, 5.76, -4.95], [-0.60, 6.10, -3.16], [-1.11, 4.72, -4.11], [-0.55, -5.46, -2.08], [0.35, -4.34, -2.52], [0.46, -4.36, -4.04], [-0.26, -2.68, -1.85], [0.49, -1.70, -2.89], [-1.72, -4.21, -0.28], [-1.09, -2.01, 0.98], [2.00, -4.54, -1.74], [1.53, -4.80, -0.19], [2.79, -5.65, -2.26], [2.43, -3.06, -1.65], [-1.32, -5.59, -2.74], [-0.99, -5.17, -1.10], [-0.04, -6.34, -2.03], [-0.50, -4.13, -4.51], [0.80, -5.34, -4.37], [1.18, -3.63, -4.39], [1.45, -1.86, -2.96], [1.92, -5.57, 0.25]], "total_charge": 2, "gap_ev": [7.10, 6.76], "s_squared": 0.760, "spin_multiplicity": 2, "fmax_ha_per_bohr": 0.027}



No. 5
{"formula": "C22H18Cl2IrN6S4", "method": "ωB97M-V with the def2-TZVPD basis set", "symbols": ["Ir", "S", "C", "N", "N", "C", "C", "C", "C", "C", "C", "N", "N", "C", "C", "C", "C", "C", "C", "H", "H", "H", "H", "H", "H", "H", "H", "H", "H", "H", "Cl", "C", "Cl", "H", "H", "S", "C", "S", "C", "N", "N", "C", "C", "C", "C", "C", "C", "S", "H", "H", "H", "H", "H"], "coordinates": [[2.77, -1.76, 1.54], [1.09, -3.15, 1.82], [-0.15, -2.07, 1.20], [-1.31, -2.65, 0.88], [-2.38, -2.04, 0.59], [-2.93, -0.75, 0.90], [-4.07, -0.41, 0.18], [-4.73, 0.78, 0.46], [-4.26, 1.61, 1.47], [-3.14, 1.24, 2.20], [-2.47, 0.06, 1.92], [0.11, -0.79, 0.99], [1.35, -0.48, 1.08], [1.69, 0.90, 0.95], [3.00, 1.23, 0.62], [3.37, 2.56, 0.55], [2.44, 3.56, 0.78], [1.12, 3.21, 1.10], [0.74, 1.89, 1.20], [-3.07, -2.68, 0.21], [-4.45, -1.07, -0.59], [-5.62, 1.04, -0.10], [-4.78, 2.53, 1.69], [-2.80, 1.86, 3.02], [-1.63, -0.23, 2.54], [3.73, 0.46, 0.37], [4.39, 2.82, 0.29], [2.72, 4.60, 0.72], [0.40, 3.99, 1.30], [-0.27, 1.61, 1.47], [3.68, -0.71, 4.07], [4.59, -2.20, 4.20], [4.51, -3.11, 2.63], [4.14, -2.84, 4.96], [5.63, -1.99, 4.38], [1.46, -0.97, -5.51], [1.76, -1.33, -3.93], [3.19, -2.14, -3.35], [2.69, -1.82, -1.73], [1.52, -1.22, -1.63], [1.01, -0.97, -2.84], [-0.28, -0.36, -2.89], [-1.21, -0.78, -3.83], [-2.44, -0.14, -3.87], [-2.73, 0.87, -2.96], [-1.79, 1.25, -2.01], [-0.56, 0.64, -1.96], [3.68, -2.33, -0.43], [-1.01, -1.61, -4.49], [-3.18, -0.46, -4.59], [-3.69, 1.37, -3.00], [-2.02, 2.05, -1.31], [0.19, 0.94, -1.25]], "total_charge": 2, "gap_ev": [5.85, 4.42], "s_squared": 0.790, "spin_multiplicity": 2, "fmax_ha_per_bohr": 0.010}



No. 6
{"formula": "C15H11AsClF6O8ReS2", "method": "ωB97M-V with the def2-TZVPD basis set", "symbols": ["Re", "O", "S", "O", "O", "C", "C", "C", "C", "C", "C", "S", "O", "O", "O", "H", "H", "H", "H", "Cl", "C", "C", "O", "O", "H", "H", "F", "As", "F", "F", "F", "F", "F", "C", "C", "C", "C", "C", "C", "C", "H", "H", "H", "H", "H"], "coordinates": [[-0.63, 0.19, -0.90], [0.29, -1.09, 1.47], [1.10, -2.10, 0.31], [0.98, -3.38, 0.89], [0.29, -1.82, -0.85], [2.83, -1.71, 0.16], [3.69, -2.56, 0.84], [5.06, -2.36, 0.71], [5.55, -1.34, -0.09], [4.67, -0.50, -0.76], [3.30, -0.69, -0.63], [2.15, 0.45, -1.42], [1.45, -0.25, -2.46], [2.85, 1.63, -1.74], [1.21, 0.57, -0.22], [3.28, -3.36, 1.44], [5.74, -3.03, 1.22], [6.61, -1.19, -0.19], [5.01, 0.32, -1.38], [-3.41, 0.89, -1.26], [-3.19, 2.62, -1.20], [-1.84, 2.98, -0.50], [-1.64, 4.09, -0.10], [-1.05, 1.95, -0.42], [-4.01, 3.08, -0.64], [-3.16, 3.02, -2.23], [-0.26, 1.48, -3.07], [-0.98, 0.34, -4.28], [0.34, -0.65, -4.62], [-0.71, 1.36, -5.59], [-2.04, -0.85, -4.94], [-2.45, 1.24, -3.82], [-1.41, -0.79, -2.42], [-0.75, -0.41, 1.09], [-1.64, -0.04, 2.15], [-1.12, 0.30, 3.42], [-1.96, 0.51, 4.48], [-3.33, 0.32, 4.33], [-3.86, -0.03, 3.09], [-3.03, -0.17, 1.99], [-0.05, 0.41, 3.52], [-1.56, 0.81, 5.44], [-3.99, 0.45, 5.17], [-4.92, -0.21, 2.98], [-3.42, -0.48, 1.04]], "total_charge": 1, "gap_ev": [7.50, 7.32], "s_squared": 0.756, "spin_multiplicity": 2, "fmax_ha_per_bohr": 0.064}